Entry 1:
This record from the Open Molecules 2025 dataset describes C23H47BBeCaCsF21NO13P2SbSi as an isolated structure. The level of theory is wB97M-V/def2-TZVPD.

Each line ends with the Mulliken charge.
CARTESIAN COORDINATES (ANGSTROEM)
1 C -4.28691 4.88039 2.55772  -1.2949
2 Si -3.03983 3.43517 2.57671  1.2020
3 C -4.01947 1.92393 2.00452  -1.3190
4 C -2.48400 3.30214 4.42655  -1.6021
5 Sb -0.98621 3.94865 1.15965  0.2037
6 C -1.90058 5.81270 0.31240  -1.2527
7 C -1.44259 6.98974 1.21044  -0.2797
8 N -2.05793 8.28143 0.93195  -0.6584
9 C 0.14768 2.12467 1.98956  0.0503
10 F -0.82363 1.32046 2.45438  -0.3842
11 F 0.84177 2.58183 3.12887  -0.3753
12 C 0.96625 1.34589 0.93313  1.1605
13 F 0.44472 0.09234 0.89306  -0.3671
14 F 0.70732 1.83184 -0.26192  -0.1872
15 C 2.43607 1.16843 1.16970  0.1352
16 F 2.58586 0.70722 2.41107  -0.2930
17 F 2.87494 -0.14800 0.25702  0.0365
18 C 3.34224 2.36863 1.01349  0.6500
19 F 4.29767 2.22454 1.92214  -0.3581
20 F 2.77880 3.55074 1.35867  -0.3083
21 C 4.11139 2.55834 -0.31359  0.4301
22 F 4.78991 1.50785 -0.67916  -0.2467
23 F 5.05085 3.45461 -0.02481  -0.3561
24 C 3.37177 3.10641 -1.56916  0.6731
25 F 4.21980 3.93254 -2.17406  -0.3414
26 F 2.30148 3.82703 -1.32967  -0.2569
27 C 3.01831 2.05019 -2.65570  0.5852
28 F 2.51555 0.94878 -2.17901  -0.1698
29 F 4.10787 1.80912 -3.35222  -0.3142
30 C 1.98627 2.59160 -3.68173  0.5535
31 F 2.26319 3.77905 -4.10674  -0.2818
32 F 2.01451 1.78397 -4.71704  -0.2865
33 F 0.78964 2.51042 -3.21051  -0.1938
34 H -4.70019 4.88425 1.55401  0.3054
35 H -5.12134 4.71830 3.23155  0.4104
36 H -3.80306 5.83575 2.71112  0.2625
37 H -3.78178 1.62691 0.99321  0.3320
38 H -5.08050 2.14000 2.08006  0.3893
39 H -3.85735 1.10265 2.69167  0.3628
40 H -2.54294 4.37587 4.81774  0.2155
41 H -1.43728 2.87803 4.55880  0.4674
42 H -3.24701 2.75764 4.96986  0.3151
43 H -0.38508 4.89481 2.51955  -0.4249
44 H 0.46657 4.36648 0.29167  -0.1456
45 H -1.68612 3.04154 -0.17033  -0.0817
46 H -2.97749 5.72826 0.20988  0.3717
47 H -1.47981 5.88533 -0.68502  0.5006
48 H -1.61273 6.71055 2.27147  0.0722
49 H -0.36647 7.07160 1.09965  0.2855
50 H -3.05475 8.18076 1.03800  0.2574
51 H -1.82065 8.60825 0.01077  0.2606
52 Ca 3.19009 -2.06182 1.05793  0.0882
53 O 1.08181 -8.31647 0.58109  -0.5013
54 C 1.94836 -7.40679 0.53924  0.1059
55 C 1.13170 -5.92844 0.17975  0.1259
56 O 1.91718 -4.96219 0.11484  -0.5629
57 H 2.73075 -7.46390 -0.23237  0.2366
58 H 2.51452 -7.20051 1.47123  0.2001
59 H 0.35177 -5.96043 1.00795  -0.1549
60 H 0.53497 -6.13536 -0.73333  0.3000
61 Cs -0.08365 4.69139 4.40227  1.2161
62 Be -0.77954 -7.23115 2.04425  0.2645
63 C 0.65795 0.05013 9.82724  -0.9280
64 C -0.51952 0.82767 9.26951  -0.3270
65 O -0.22873 1.33652 7.96885  -0.4691
66 H 1.53731 0.68043 9.88036  0.2617
67 H 0.43684 -0.33099 10.82657  0.3015
68 H 0.90274 -0.79347 9.17768  0.3435
69 H -0.75110 1.68132 9.90775  0.2566
70 H -1.40768 0.19052 9.20764  0.2791
71 H -0.03508 0.58200 7.40055  0.2771
72 O -2.77009 -2.38192 -7.15294  -0.7949
73 P -1.45447 -2.25370 -7.82280  1.1394
74 O -1.13046 -0.64416 -7.77393  -0.3579
75 C -1.42863 0.13646 -6.61737  -0.5324
76 C -0.22298 0.25999 -5.70607  -0.6891
77 O -1.88041 -2.44179 -9.38875  -0.3680
78 C -3.11939 -3.05047 -9.74111  -0.3159
79 C -4.17208 -1.99772 -10.02304  -1.0408
80 O 0.05605 -2.67310 -8.26514  -0.3973
81 C 1.11558 -2.65271 -7.30171  -0.0687
82 C 0.80462 -3.46646 -6.06312  -1.1569
83 H -2.27779 -0.26965 -6.06597  0.3244
84 H -1.71659 1.12855 -6.97104  0.3551
85 H 0.05707 -0.71409 -5.29690  0.1721
86 H -0.43604 0.92598 -4.87190  0.2816
87 H 0.63277 0.65141 -6.25152  0.2944
88 H -3.44940 -3.74182 -8.96745  0.3429
89 H -2.94043 -3.64070 -10.64264  0.3470
90 H -4.25324 -1.28581 -9.20274  0.2808
91 H -5.14800 -2.45954 -10.18479  0.3578
92 H -3.90660 -1.42626 -10.91448  0.2712
93 H 1.36545 -1.61831 -7.05224  0.1521
94 H 1.99187 -3.07115 -7.79766  0.3234
95 H -0.10467 -3.10660 -5.56594  0.3556
96 H 1.62689 -3.41155 -5.35098  0.3958
97 H 0.64010 -4.51239 -6.32257  0.3291
98 O 2.59806 1.86752 11.44729  -0.6173
99 H 2.15859 1.86476 12.30340  0.3042
100 H 2.80672 2.79408 11.29162  0.3040
101 O 1.65007 -2.29872 4.49119  -0.5384
102 H 1.14772 -2.35953 5.33561  0.2747
103 H 1.82520 -1.36525 4.33887  0.2917
104 B 3.39235 -9.82624 -2.05080  0.6349
105 F 2.89288 -8.76837 -2.83220  -0.4181
106 F 3.68305 -9.34739 -0.75403  -0.4087
107 F 2.43791 -10.84869 -1.97383  -0.4048
108 F 4.57105 -10.32703 -2.63653  -0.4020
109 O -2.15111 -4.41874 4.59916  -0.4264
110 P -1.31521 -5.25815 5.56599  0.8756
111 O -0.04665 -5.78127 4.88491  -0.4405
112 O -2.15145 -6.46628 5.97348  -0.5165
113 O -0.94370 -4.40129 6.78228  -0.5357

DFT total energy in eV: -162836.7952
LUMO in eV: 0.7230
E_HOMO in hartree: -0.0443
Net charge: -2

Entry 2:
This record from the Open Molecules 2025 dataset describes a 6-piece molecular cluster, C23H47BClO12 overall. The level of theory is wB97M-V/def2-TZVPD.

Each line ends with the Mulliken charge.
CARTESIAN COORDINATES (ANGSTROEM)
1 C 3.31169 0.04561 2.30006  -1.0230
2 C 2.10762 0.95216 2.29207  0.1272
3 O 1.74552 1.49726 1.07247  -0.7010
4 B 0.55283 2.30043 1.50590  1.0707
5 O -0.07098 1.44563 2.58111  -0.6275
6 C 0.77300 0.42035 2.81620  0.1262
7 Cl 0.24581 -1.02003 1.76853  -0.3846
8 H 3.13298 -0.93430 1.86564  0.2877
9 H 3.70553 -0.01980 3.31066  0.1319
10 H 4.07795 0.53768 1.70192  0.3710
11 H 2.36204 1.79268 2.96283  0.0943
12 H -0.19031 2.65170 0.60391  -0.3826
13 H 1.05100 3.34794 1.97412  -0.3020
14 H 0.77624 0.07414 3.84302  0.3691
15 O 0.81762 -0.99051 -3.48538  -0.6114
16 C -0.03341 -0.18270 -3.21038  0.7358
17 O -1.08381 -0.06700 -4.05778  -0.3056
18 C -2.25290 0.68939 -3.73312  -0.4528
19 C -2.09613 2.14997 -4.08138  -0.8158
20 C 0.05993 0.75184 -2.02981  -0.7939
21 H -2.51443 0.55275 -2.68399  0.3647
22 H -3.05873 0.24904 -4.32106  0.3993
23 H -1.29065 2.60083 -3.50713  0.1812
24 H -3.01438 2.69154 -3.86055  0.2487
25 H -1.85959 2.27486 -5.14139  0.3690
26 H 0.60577 1.64636 -2.32665  0.2260
27 H 0.60865 0.26274 -1.22699  0.3013
28 H -0.90362 1.03781 -1.61809  0.1354
29 O -3.01868 -2.11682 -9.11273  -0.5902
30 C -1.88309 -2.11639 -8.71364  0.7234
31 O -1.64796 -1.96828 -7.40358  -0.3802
32 C -0.35166 -2.15718 -6.80952  -0.4425
33 C 0.48149 -0.89915 -6.85423  -0.7509
34 C -0.71345 -2.19714 -9.66987  -0.8970
35 H 0.15636 -3.00898 -7.26503  0.3777
36 H -0.54544 -2.42234 -5.77253  0.3227
37 H 0.69456 -0.58462 -7.87883  0.3848
38 H 1.42636 -1.05458 -6.33544  0.3287
39 H -0.05189 -0.08707 -6.36436  0.0460
40 H -0.45547 -1.19028 -9.99436  0.2371
41 H -1.02336 -2.77633 -10.53618  0.3054
42 H 0.16797 -2.67680 -9.25248  0.3194
43 O -2.30658 3.07198 -1.24365  -0.4134
44 C -3.12489 3.83610 -0.82760  0.6982
45 O -4.25325 4.05518 -1.55356  -0.3885
46 C -5.36952 4.78325 -1.04930  -0.4292
47 C -5.22078 6.27398 -1.27521  -0.9856
48 C -2.88958 4.61778 0.44265  -0.9246
49 H -5.54805 4.54238 -0.00053  0.3600
50 H -6.22829 4.41027 -1.60665  0.3230
51 H -4.36274 6.67571 -0.73655  0.2751
52 H -6.11521 6.80217 -0.94178  0.3660
53 H -5.06685 6.47955 -2.33460  0.2912
54 H -2.35353 5.53397 0.19769  0.2514
55 H -2.26288 4.01222 1.09406  0.1568
56 H -3.79751 4.86455 0.99034  0.3257
57 O 4.39640 -0.62477 5.28084  -0.5293
58 C 5.53666 -0.76404 5.61420  0.7127
59 O 5.84683 -0.73490 6.93204  -0.3698
60 C 7.13236 -1.08726 7.43752  -0.4373
61 C 8.08400 0.09177 7.43470  -0.9385
62 C 6.64608 -0.88433 4.59422  -0.9707
63 H 7.53892 -1.94562 6.90070  0.3677
64 H 6.95483 -1.41459 8.46112  0.2949
65 H 8.27508 0.44975 6.42317  0.2687
66 H 9.03691 -0.18551 7.88753  0.3453
67 H 7.65602 0.92056 7.99826  0.2910
68 H 6.98565 0.11512 4.32529  0.2458
69 H 6.23756 -1.36283 3.70813  0.3084
70 H 7.49538 -1.47807 4.92614  0.3632
71 O -0.41201 -5.71684 3.95071  -0.5736
72 C -1.37137 -5.03007 3.73061  0.7291
73 O -2.54185 -5.35169 4.33618  -0.3972
74 C -3.68375 -4.49644 4.31226  -0.3996
75 C -4.53414 -4.72101 3.07886  -0.9248
76 C -1.34293 -3.88350 2.74977  -0.8359
77 H -3.38905 -3.45266 4.42244  0.3782
78 H -4.25268 -4.75752 5.20433  0.3032
79 H -3.98857 -4.47611 2.16825  0.2704
80 H -5.43292 -4.10424 3.11753  0.3380
81 H -4.82992 -5.76844 3.01186  0.2901
82 H -1.56531 -4.26788 1.75447  0.2481
83 H -0.34791 -3.45269 2.74326  0.2592
84 H -2.03165 -3.07769 2.98830  0.3327

Relative energy (zero: lowest compared OMol25 entry of this formula, charge and spin) in kcal per mole: 1.26
DFT total energy in eV: -62384.9665
LUMO in eV: 2.2561
E_HOMO in hartree: -0.1582
Net charge: -1

E_HOMO of number 2 (C23H47BClO12)?
-0.1582 hartree